# 1
Density functional theory data (the ωB97M-V functional and the def2-TZVPD basis) for 2 unconnected molecules or ions with the total composition C35H44N3O3S.

```
86
Properties=species:S:1:pos:R:3:forces:R:3:lowdin_charge:R:1
C 5.3678 -0.6460 -0.5966 -0.304 -0.286 0.118 -0.0779
N 4.9241 -2.0227 -0.6737 0.548 0.009 -0.370 -0.2585
C 5.9669 -3.0300 -0.6291 -0.287 0.166 0.077 -0.0729
C 3.5585 -2.3117 -0.5590 -1.059 -0.213 0.024 -0.2584
C 2.7843 -2.4964 -1.7344 0.281 0.019 0.737 0.0039
C 1.4082 -2.6452 -1.6501 -0.181 -0.130 0.185 -0.0223
C 0.7616 -2.6536 -0.4012 0.599 0.082 -0.021 -0.1588
C -0.7195 -2.8690 -0.3617 -0.626 0.295 0.064 -0.5157
C -1.4209 -2.5023 0.8276 0.908 0.720 0.492 -0.3879
S -2.8489 -3.3234 1.2219 0.174 -0.313 0.141 1.0103
C -2.3757 -4.9601 1.8667 -0.357 -0.067 -0.010 -0.2333
C -3.3487 -2.6150 2.8176 -0.237 -0.191 -0.214 -0.2331
O -1.3042 -3.3330 -1.3589 -0.023 -0.144 0.081 -0.0389
C 1.5360 -2.5644 0.7686 -0.147 -0.027 -0.175 -0.0316
C 2.9160 -2.3862 0.6989 0.255 -0.120 -0.641 0.0030
H 4.4944 0.0136 -0.6644 0.274 -0.072 0.007 0.0886
H 5.8882 -0.4509 0.3510 0.028 0.161 -0.043 0.0807
H 6.0506 -0.4225 -1.4249 -0.015 0.084 0.081 0.0815
H 5.5390 -4.0375 -0.7119 0.113 0.309 0.018 0.0922
H 6.6666 -2.8673 -1.4598 -0.028 -0.153 0.098 0.0808
H 6.5375 -2.9547 0.3085 0.022 -0.180 -0.059 0.0795
H 3.3012 -2.5572 -2.6933 -0.141 0.208 0.247 0.1177
H 0.8085 -2.8015 -2.5491 0.130 0.056 0.285 0.1099
H -1.0039 -1.8077 1.5634 -0.065 -0.691 -0.050 0.0796
H -3.3208 -5.4938 2.0156 0.238 -0.111 0.004 0.0605
H -1.7590 -5.4673 1.1192 -0.178 0.185 0.097 0.0684
H -1.8505 -4.8429 2.8174 0.075 -0.028 -0.255 0.0575
H -4.4295 -2.7770 2.9000 0.303 0.051 0.106 0.0595
H -2.8237 -3.1499 3.6088 -0.012 0.218 -0.055 0.0569
H -3.1371 -1.5486 2.8391 0.034 -0.081 -0.095 0.0596
H 1.0504 -2.6783 1.7405 0.176 0.090 -0.307 0.1046
H 3.5324 -2.3609 1.6040 -0.284 0.143 -0.333 0.1212
C -6.0211 2.4416 3.9505 -0.180 -0.197 -0.178 -0.0482
O -6.3016 1.1717 3.3184 0.468 0.312 -0.785 -0.0643
C -5.6081 0.9011 2.1791 -0.068 0.038 0.098 -0.2403
C -5.7136 -0.4080 1.6549 0.272 0.529 0.500 0.0062
C -4.8173 -0.8280 0.7015 0.168 0.319 -0.710 -0.0649
C -3.8410 0.0501 0.1757 -0.048 0.558 0.778 -0.2163
C -3.0109 -0.3927 -0.9120 0.028 0.187 -1.536 0.0503
C -2.6916 0.4895 -1.9366 -0.398 0.261 1.770 -0.0618
C -2.1445 0.1360 -3.1612 0.629 1.129 -1.471 0.0421
N -1.8465 1.0391 -4.1174 -0.570 -1.959 1.667 0.0506
C -1.4339 0.6411 -5.4583 0.130 -0.128 -0.883 -0.1482
C -0.2954 -0.3883 -5.4347 0.257 -0.241 0.231 -0.0870
C 0.2645 -0.6967 -6.8056 0.133 -0.205 -0.027 -0.2426
C 1.6343 -0.5301 -7.0357 -0.301 0.124 -0.360 -0.0399
C 2.1563 -0.7270 -8.3176 -0.316 -0.137 -0.002 -0.0686
C 1.3114 -1.1373 -9.3587 -0.052 0.105 0.298 -0.0760
C -0.0484 -1.3675 -9.1083 0.119 0.075 0.269 -0.0665
C -0.5715 -1.1570 -7.8273 0.450 0.127 -0.225 -0.0413
C -1.0231 1.9745 -6.0840 0.536 0.463 -1.122 -0.3646
O -0.6088 2.1604 -7.2243 -0.649 -0.390 1.653 0.1028
N -1.1858 2.9379 -5.1296 0.256 -0.423 -0.400 -0.0413
C -0.8816 4.3262 -5.3877 -0.053 0.432 0.215 -0.0007
C -1.7829 2.4896 -3.8803 -0.012 0.872 -0.040 -0.4599
C -3.1760 3.1281 -3.7378 -0.066 -0.089 -0.149 0.0181
C -0.8527 2.8276 -2.7003 0.107 -0.159 -0.213 0.0168
C -3.8135 1.3965 0.6447 -0.372 -0.587 -0.721 -0.0002
C -4.7615 1.8450 1.5428 0.070 -0.184 0.776 -0.0003
H -6.5251 2.4049 4.9166 0.088 0.005 -0.184 0.0989
H -4.9373 2.5730 4.0881 -0.340 -0.060 -0.008 0.1003
H -6.4308 3.2640 3.3478 0.111 -0.176 0.209 0.0996
H -6.4409 -1.0919 2.0691 -0.071 0.065 0.070 0.1281
H -4.8932 -1.8260 0.2653 -0.020 0.247 0.240 0.1084
H -2.7411 -1.4555 -1.0072 -0.275 0.362 -0.066 0.0976
H -2.9630 1.5394 -1.7755 0.065 -0.772 -0.106 0.0763
H -1.9692 -0.9131 -3.3880 -0.082 0.105 -0.105 0.1512
H -2.2811 0.2300 -6.0458 0.303 0.288 0.426 0.1729
H 0.5180 -0.0205 -4.7837 -0.338 -0.071 -0.184 0.1327
H -0.6840 -1.3113 -4.9737 0.155 0.196 -0.131 0.1200
H 2.2750 -0.2045 -6.2123 -0.131 -0.063 -0.307 0.1126
H 3.2171 -0.5486 -8.5017 -0.323 -0.103 0.017 0.1069
H 1.7124 -1.2673 -10.3667 -0.146 0.004 0.359 0.1066
H -0.7067 -1.6988 -9.9122 0.214 0.078 0.209 0.1068
H -1.6315 -1.3254 -7.6214 0.281 0.020 -0.182 0.1140
H -0.4294 4.4216 -6.3792 -0.133 -0.204 0.233 0.1037
H -1.7962 4.9342 -5.3552 0.223 -0.074 -0.047 0.0987
H -0.1781 4.7030 -4.6338 -0.129 -0.018 -0.232 0.0957
H -3.6737 3.1275 -4.7177 0.097 0.042 0.297 0.1083
H -3.8056 2.5753 -3.0399 0.001 0.236 -0.098 0.0738
H -3.0649 4.1603 -3.3832 -0.124 -0.253 -0.128 0.0971
H 0.1592 2.4709 -2.9458 -0.278 0.155 0.190 0.1096
H -0.8360 3.9151 -2.5556 0.045 -0.315 -0.005 0.0937
H -1.1862 2.3492 -1.7741 0.234 0.282 -0.221 0.0697
H -3.0528 2.0932 0.2740 -0.376 -0.273 0.097 0.1218
H -4.7963 2.8996 1.8311 0.198 -0.526 -0.011 0.1148
```
Positions in Å, forces in eV/Å.

Computed properties:
Relative energy (zero: lowest compared OMol25 entry of this formula, charge and spin), kJ/mol: 0.0
Net charge: +1
Orbital gap, eV: 5.52
Electronic energy, hartree: -2147.94076
HOMO, eV: -9.7013

=====

# 2
Density functional theory data (the ωB97M-V functional and the def2-TZVPD basis) for a molecular structure, C35H45BaN4O3PS2.

```
91
Properties=species:S:1:pos:R:3:forces:R:3:lowdin_charge:R:1
Ba 0.5644 -0.2582 -1.4057 -0.076 -0.141 0.034 1.6490
C -1.0426 1.2041 3.9450 -0.001 -0.003 -0.002 -0.1093
C -0.9073 0.3216 2.7068 0.009 0.009 0.017 -0.5467
C -1.7880 0.8854 1.5887 0.006 0.012 0.017 -0.1515
P 0.7847 0.0995 1.9668 -0.080 0.035 -0.105 1.0214
C 1.7343 -1.0270 3.1075 0.050 -0.037 -0.010 -0.5623
C 3.2266 -0.8559 2.8081 -0.009 0.000 0.014 -0.1253
C 1.4769 -1.0071 4.6120 -0.008 0.004 -0.004 -0.1115
C 1.5602 1.7368 2.0634 -0.002 -0.011 0.029 -0.3080
C 1.9176 2.3482 3.2686 0.002 0.012 -0.008 -0.0777
C 2.5302 3.5875 3.3324 0.011 0.016 -0.010 -0.2885
C 2.8888 4.2294 4.6460 0.001 0.000 0.000 -0.0599
C 2.7871 4.2281 2.1171 -0.011 -0.001 0.009 -0.0433
C 2.4502 3.6611 0.9079 -0.012 -0.020 0.002 -0.0235
C 1.8277 2.3931 0.8344 0.032 -0.015 0.003 -0.3398
N 1.5135 1.7839 -0.3414 0.028 0.097 0.054 -0.2478
C 1.6925 2.4355 -1.5743 0.001 -0.040 -0.018 -0.3879
C 2.7195 1.9967 -2.4277 -0.015 0.007 0.010 -0.2627
C 3.7871 1.0684 -1.9012 0.000 0.000 0.000 -0.0533
C 2.7743 2.4609 -3.7422 -0.002 0.014 -0.009 -0.0140
C 1.8413 3.3601 -4.2331 0.017 -0.002 -0.017 -0.2678
C 1.9016 3.8578 -5.6518 0.004 -0.005 0.002 -0.0498
C 0.8373 3.7992 -3.3723 -0.020 0.008 0.018 -0.0005
C 0.7392 3.3532 -2.0635 0.000 0.009 -0.014 -0.2167
C -0.3823 3.8062 -1.1721 0.002 0.006 -0.007 -0.0336
H -2.0842 1.2161 4.2758 -0.001 -0.003 0.001 0.0818
H -0.7561 2.2302 3.7111 0.002 0.000 -0.002 0.0787
H -0.4320 0.8667 4.7798 -0.001 -0.001 0.000 0.0543
H -1.2443 -0.6959 2.9459 -0.002 0.005 -0.007 0.1000
H -1.4124 1.8590 1.2620 0.002 -0.004 0.004 0.0763
H -2.8174 1.0236 1.9310 -0.005 -0.012 -0.006 0.0887
H -1.8013 0.2261 0.7175 -0.004 -0.007 -0.015 0.0116
H 1.4271 -2.0244 2.7606 0.007 0.008 0.000 0.0799
H 3.5920 0.0786 3.2356 0.003 -0.008 -0.006 0.0769
H 3.4305 -0.8102 1.7349 0.003 -0.003 -0.017 0.0589
H 3.8027 -1.6775 3.2391 -0.003 -0.004 0.000 0.0817
H 1.7761 -0.0632 5.0666 -0.001 0.007 -0.005 0.0646
H 2.0649 -1.7959 5.0883 -0.002 0.003 0.002 0.0813
H 0.4297 -1.1905 4.8503 -0.015 0.009 0.005 0.0673
H 1.7032 1.8388 4.2007 0.009 -0.008 -0.005 0.0884
H 2.7576 3.5295 5.4719 -0.001 0.001 0.001 0.0706
H 2.2642 5.1020 4.8508 0.000 0.000 -0.001 0.0774
H 3.9275 4.5649 4.6564 0.001 -0.002 0.001 0.0756
H 3.2689 5.2007 2.1227 0.000 0.000 0.004 0.1143
H 2.6738 4.1852 -0.0142 0.002 -0.004 -0.004 0.1133
H 4.1520 1.4105 -0.9326 0.001 -0.003 0.004 0.0868
H 4.6226 1.0150 -2.5985 0.001 0.000 0.002 0.0808
H 3.4448 0.0364 -1.7431 0.000 -0.006 0.005 0.0325
H 3.5748 2.1185 -4.3902 0.002 -0.002 0.002 0.1155
H 2.7016 3.3699 -6.2074 0.000 0.001 0.000 0.0730
H 2.0793 4.9342 -5.6821 -0.001 0.001 0.001 0.0821
H 0.9626 3.6676 -6.1739 0.000 0.000 0.000 0.0820
H 0.0944 4.4987 -3.7427 -0.001 0.000 0.004 0.1233
H -1.0121 4.5340 -1.6822 0.002 0.000 0.000 0.0829
H -0.0004 4.2548 -0.2533 0.000 0.002 0.005 0.0800
H -1.0109 2.9607 -0.8809 0.004 0.005 -0.006 0.0419
N 2.2428 -2.4985 -0.2701 0.074 0.038 -0.004 0.0322
C 1.2041 -3.1946 -0.9262 0.041 0.006 0.001 -0.4640
C -0.0454 -3.3296 -0.3275 -0.006 -0.020 -0.002 -0.0898
C -1.1127 -3.8472 -1.0605 -0.003 0.027 0.038 -0.0444
C -0.9398 -4.2169 -2.3826 -0.024 -0.017 -0.015 -0.2552
C 0.3108 -4.0904 -2.9750 0.045 0.013 -0.011 -0.0386
C 1.3772 -3.5769 -2.2581 -0.001 0.011 -0.003 -0.0621
S -2.3046 -4.8031 -3.3880 -0.128 0.007 0.102 0.4352
O -2.2086 -3.9563 -4.5697 0.001 0.021 -0.023 -0.3423
O -2.0597 -6.2060 -3.6002 0.027 -0.008 -0.010 -0.3071
O -3.4854 -4.4999 -2.5666 0.053 -0.013 -0.050 -0.3671
H 3.1690 -2.7965 -0.5432 0.005 -0.002 0.027 0.1019
H 2.1565 -2.4725 0.7367 0.014 -0.029 0.005 0.0527
H -0.1792 -3.0435 0.7117 -0.004 0.006 -0.004 0.1059
H -2.0910 -3.9559 -0.6082 -0.004 -0.005 -0.010 0.1094
H 0.4342 -4.3804 -4.0106 -0.006 -0.002 -0.001 0.1274
H 2.3509 -3.4700 -2.7253 0.002 0.001 0.004 0.1171
N -3.2003 -1.7773 -2.9734 -0.011 -0.018 0.062 0.1497
C -3.1076 -0.7471 -2.1632 -0.003 0.029 -0.041 -0.8849
S -2.2089 0.6640 -2.5638 -0.005 0.022 -0.013 0.4711
N -3.7310 -0.7812 -0.9674 -0.052 -0.023 0.020 0.0541
C -4.3998 -1.8918 -0.3715 0.000 0.016 -0.006 -0.2405
C -5.4323 -2.5508 -1.0202 -0.001 -0.036 0.003 -0.0269
C -6.0372 -3.6384 -0.4082 0.003 0.005 -0.018 -0.0597
C -5.6398 -4.0456 0.8550 0.013 -0.004 0.015 -0.0754
C -4.6260 -3.3630 1.5143 -0.009 -0.002 -0.003 -0.0766
C -3.9990 -2.2924 0.8987 0.014 0.016 -0.016 -0.0334
H -2.6758 -1.7861 -3.8351 -0.005 0.013 -0.008 0.0955
H -3.5747 -2.6978 -2.6969 0.018 0.003 -0.027 0.0561
H -3.6086 0.0482 -0.4104 0.021 0.009 -0.004 0.1009
H -5.7515 -2.2327 -2.0034 0.013 0.019 -0.003 0.1267
H -6.8198 -4.1710 -0.9306 -0.004 -0.004 0.005 0.1129
H -6.1151 -4.8962 1.3246 0.000 0.000 0.001 0.1053
H -4.3126 -3.6736 2.5025 -0.003 -0.001 0.002 0.1043
H -3.1928 -1.7618 1.3931 -0.005 -0.009 0.007 0.0982
```
Positions in Å, forces in eV/Å.

Computed properties:
Relative energy (zero: lowest compared OMol25 entry of this formula, charge and spin), kJ/mol: 19.5
Orbital gap, eV: 6.96
Electronic energy, hartree: -2968.81775
HOMO, eV: -7.1653